The following is a quantum chemistry calculation of a molecular structure, C19H24BCl2F4NNiP2S3, from the OMol25 dataset.

```
57
Properties=species:S:1:pos:R:3:forces:R:3
Ni -0.5629 -0.0691 0.5243 0.043 0.132 -0.659
C -0.6351 -1.9655 -2.2904 0.037 -0.021 0.026
P -1.6506 -1.0177 -1.1017 -0.079 -0.197 0.192
C -3.0443 -2.1475 -0.8351 0.023 0.070 0.004
C -2.3612 0.4288 -1.9446 0.035 0.070 -0.004
C -3.6388 0.4600 -2.4896 0.034 -0.003 -0.023
C -4.1537 1.6514 -2.9807 -0.003 0.015 -0.007
C -3.3972 2.8119 -2.9256 -0.007 -0.005 -0.004
C -2.1163 2.7862 -2.3913 0.009 -0.013 -0.040
C -1.5931 1.5999 -1.8993 -0.010 0.125 -0.103
P 0.0737 1.4054 -1.1907 -0.182 -0.210 0.324
C 1.0518 1.0516 -2.6965 -0.012 -0.005 0.010
C 0.6917 3.0372 -0.7144 0.004 -0.046 0.035
H -1.0142 -1.8739 -3.3085 -0.023 0.003 0.006
H -0.6763 -3.0142 -1.9917 0.015 -0.001 0.019
H 0.4048 -1.6484 -2.2471 -0.012 0.017 -0.022
H -3.4923 -2.4389 -1.7867 0.023 0.017 -0.020
H -3.7816 -1.6820 -0.1849 -0.008 0.000 -0.011
H -2.6678 -3.0403 -0.3358 0.001 0.019 0.015
H -4.2494 -0.4327 -2.5092 -0.009 -0.007 -0.004
H -5.1557 1.6758 -3.3880 -0.003 0.003 -0.002
H -3.8093 3.7441 -3.2891 -0.005 0.002 0.000
H -1.5402 3.7008 -2.3395 0.007 0.005 0.001
H 1.1551 1.9732 -3.2720 -0.015 0.012 0.021
H 0.5410 0.3219 -3.3212 0.022 -0.038 0.033
H 2.0412 0.6865 -2.4281 -0.004 -0.004 0.004
H 0.5814 3.7524 -1.5302 -0.002 -0.021 -0.023
H 1.7558 2.9156 -0.5011 -0.006 -0.010 0.037
H 0.1904 3.3924 0.1832 0.002 0.018 -0.024
Cl 1.3586 -1.8200 1.0606 0.056 -0.156 -0.065
C 0.2759 -3.1257 1.4742 -0.048 0.002 0.041
C 0.7982 -4.4065 1.4302 0.000 0.015 -0.035
C -0.0042 -5.4861 1.7589 0.030 -0.035 -0.006
C -1.3202 -5.2706 2.1296 -0.029 0.046 0.006
C -1.8213 -3.9811 2.1668 0.042 0.044 -0.024
Cl -3.4793 -3.7732 2.6368 -0.030 -0.025 0.015
C -1.0491 -2.8500 1.8451 0.067 -0.163 -0.016
S -1.7192 -1.2485 1.9814 -0.018 0.141 0.178
H 1.8310 -4.5430 1.1417 0.007 -0.018 0.001
H 0.3944 -6.4907 1.7291 0.010 -0.001 -0.004
H -1.9709 -6.0920 2.3937 0.007 -0.020 -0.001
S 3.7922 0.1467 -0.4270 0.037 -0.030 -0.199
C 4.1893 1.0010 0.9244 -0.021 0.025 0.177
N 5.2455 1.8187 1.0582 -0.060 0.007 0.016
C 5.5701 2.2577 2.4068 0.031 0.008 0.019
C 4.2433 2.2646 3.1578 -0.002 -0.001 -0.007
S 3.2688 0.9257 2.4019 0.060 0.089 0.032
H 5.9249 1.8291 0.3140 -0.001 0.014 -0.005
H 6.0167 3.2510 2.3814 0.014 -0.012 0.010
H 6.2772 1.5641 2.8728 -0.014 -0.002 -0.011
H 3.7126 3.2071 3.0313 -0.022 -0.019 -0.022
H 4.3768 2.0700 4.2186 -0.012 0.001 -0.001
F -1.9759 1.9738 1.2479 0.037 0.129 0.035
B -1.0125 2.1784 2.2583 -0.031 -0.127 -0.009
F 0.0686 1.2061 1.9142 0.011 0.108 0.064
F -1.4804 1.8852 3.5044 -0.034 -0.023 0.030
F -0.4581 3.4435 2.1723 0.041 0.074 0.001
```
Positions in Å, forces in eV/Å.

Output
- Spin multiplicity: 1
- Lowest unoccupied orbital energy (alpha / beta): -0.01 / 0.01 eV
- Charge: 0
- E: -5523.75405 hartree